Record 1
C7H10O as an isolated structure in a non-equilibrium geometry, computed with wB97M-V/def2-TZVPD.

Last column: Mulliken charge in e.
Geometry (Å):
C: -0.528 0.811 -0.427  -0.618
C: 1.952 -0.822 -0.773  -1.100
C: -1.076 -0.267 0.236  0.464
C: 1.327 0.313 -0.038  0.444
C: -2.963 0.327 -0.408  -0.079
C: -1.108 -1.271 1.076  -0.828
C: 1.973 1.147 0.769  -0.893
O: -3.434 1.419 -0.224  -0.417
H: -3.611 -0.524 -0.759  0.325
H: -0.652 1.780 0.051  0.343
H: -0.539 0.805 -1.513  0.314
H: 3.047 -0.736 -0.802  0.387
H: 1.604 -0.862 -1.810  0.271
H: 1.719 -1.783 -0.306  0.229
H: -2.036 -1.794 1.283  0.277
H: -0.199 -1.663 1.516  0.332
H: 3.064 1.197 0.799  0.293
H: 1.460 1.923 1.332  0.256

Force components x, y, z for each atom (eV/Å):
7.074 -0.588 0.759
-0.055 -0.043 -0.418
-6.574 0.201 -0.623
-1.927 2.168 -0.609
0.377 -0.823 2.051
0.422 0.070 -0.491
-0.051 0.271 -0.338
1.139 -1.116 -0.497
0.260 0.221 -0.209
-0.134 -0.082 -0.191
-0.259 0.040 0.112
-0.212 0.099 0.137
-0.014 -0.084 0.075
-0.089 0.078 -0.061
0.056 0.095 0.050
0.111 0.000 0.112
-0.137 -0.510 0.385
0.013 0.004 -0.244

Energy above the lowest of the compared OMol25 structures with the same formula, charge and spin, eV: 5.7500
Largest force on an atom, eV/Å: 7.14
Highest occupied orbital energy, eV: -7.64
Spin multiplicity: 1
Energy, Eh: -347.7519

Record 2
A 2-piece molecular cluster, C7H10O overall in a non-equilibrium geometry, computed with wB97M-V/def2-TZVPD.

Last column: Mulliken charge in e.
Geometry (Å):
C: -2.287 0.781 -0.454  -0.188
C: -1.179 1.343 0.217  -0.572
C: -0.282 0.464 0.819  -0.103
C: -0.433 -0.937 0.651  -0.286
C: -1.605 -1.405 0.090  -0.379
C: -2.492 -0.576 -0.503  -0.366
H: -2.890 1.581 -0.957  0.271
H: -1.065 2.386 0.093  0.394
H: 0.695 0.795 1.294  0.411
H: 0.293 -1.645 1.142  0.341
H: -1.729 -2.495 -0.085  0.284
H: -3.323 -0.941 -1.122  0.323
C: 3.023 0.251 -0.274  -0.558
O: 2.085 -0.679 -0.537  -0.438
H: 2.891 0.780 -1.220  0.247
H: 2.798 1.044 0.467  0.249
H: 4.051 -0.112 -0.101  0.226
H: 1.447 -0.636 0.482  0.145

Force components x, y, z for each atom (eV/Å):
0.485 2.485 0.063
-0.581 -2.166 -0.389
1.489 -0.352 0.016
-0.493 0.690 1.990
1.253 -2.672 -0.469
-1.720 1.100 -1.301
0.092 -1.404 0.285
0.457 0.924 0.488
-1.487 0.067 -0.431
-0.973 0.660 -0.635
0.084 0.772 0.444
0.321 -0.081 0.552
1.583 2.869 -1.521
-4.699 -2.248 6.302
1.678 0.948 -0.148
-0.130 -0.613 0.183
-0.334 -0.012 -0.094
2.976 -0.965 -5.336

Energy above the lowest of the compared OMol25 structures with the same formula, charge and spin, eV: 2.7407
SMILES: c1ccccc1.CO
Largest force on an atom, eV/Å: 8.18
Highest occupied orbital energy, eV: -9.46
Spin multiplicity: 1
Energy, Eh: -347.8625